(1)
{
  "formula": "C22H27NO7",
  "method": "ωB97M-V/def2-TZVPD",
  "smiles": "CCOC(=O)c1[nH]c(COC(=O)CCCOc2ccccc2)c(C(=O)OCC)c1C",
  "lumo_energy_ev": 0.661,
  "total_energy_ev": -39076.4092,
  "charge": 0,
  "homo_energy_ev": -8.37,
  "species": ["H", "H", "C", "H", "C", "H", "H", "H", "O", "C", "C", "H", "H", "C", "H", "O", "H", "O", "C", "N", "C", "O", "H", "C", "C", "H", "C", "C", "C", "H", "C", "C", "H", "O", "H", "H", "C", "C", "C", "H", "H", "H", "O", "C", "O", "H", "H", "H", "H", "C", "C", "H", "H", "H", "C", "H", "C"],
  "coordinates": [[2.5541, -1.8183, 1.3886], [-2.2546, -1.8658, -0.6168], [-0.7246, 0.7730, -1.5938], [4.3791, -1.8094, -0.2526], [0.0444, 2.1039, 1.5376], [-7.1253, -0.7972, 0.6828], [4.0971, -0.0637, -0.2109], [2.5271, -1.6750, 3.1506], [1.9340, 0.5626, 1.6991], [0.4961, 4.3405, 0.7759], [1.0714, -0.4704, 2.1131], [-0.6740, 1.3759, 1.8802], [4.1544, -1.8254, -2.7165], [1.9029, -1.7440, 2.2595], [-0.5871, -3.5652, -1.3384], [2.1206, 1.0976, -2.3199], [4.0087, -0.0405, -2.7270], [-3.4916, 1.8609, -0.8366], [0.1526, -3.0519, 1.0886], [-1.6071, -1.1941, -1.0043], [-0.3922, 3.3804, 1.2216], [0.9067, -3.0253, -0.0111], [-1.4232, 2.7699, -1.5853], [0.2244, -2.8326, -1.2554], [-3.1770, 0.6953, -0.7949], [3.3243, 2.4845, 0.8504], [2.2841, 2.7509, 0.9518], [1.6677, 0.0147, -2.0397], [4.5164, -0.8782, -0.7975], [-5.7903, 0.6693, -0.8540], [-6.1281, -1.0933, 0.3708], [0.2653, -0.2403, -1.7067], [5.5794, -0.7043, -0.9394], [2.4140, -1.1062, -1.9812], [-1.4415, 3.6146, 1.3191], [0.2855, -0.6211, 1.3592], [1.3898, 1.7825, 1.4066], [-5.3287, 0.1370, -0.0146], [3.8215, -0.9520, -2.1499], [2.5402, 4.7575, 0.2860], [0.5885, -0.2128, 3.0666], [0.9827, -3.0008, -2.0188], [-4.0197, -0.2814, -0.3980], [1.8378, 4.0179, 0.6400], [-1.0521, -3.0912, 1.0742], [-5.6394, -1.6155, 1.1891], [1.6313, -3.8805, 2.3837], [0.3545, -2.9536, 3.2024], [-0.4838, 2.3117, -3.0186], [1.0100, -2.9857, 2.3317], [-0.5667, 2.2043, -1.9375], [0.1471, 5.3315, 0.5298], [-6.2074, -1.7701, -0.4758], [-5.2444, 0.8374, 0.8241], [-1.8745, 0.1447, -1.1388], [0.3505, 2.5962, -1.5052], [-0.3307, -1.4488, -1.3436]],
  "atomic_forces_ev_per_a": [[0.031, 0.006, 0.052], [0.150, 0.024, 0.000], [-0.288, -0.267, 0.132], [0.021, -0.066, 0.091], [0.010, -0.326, 0.109], [-0.107, 0.011, 0.034], [0.001, 0.076, 0.078], [0.037, -0.019, -0.015], [0.142, 0.204, -0.098], [-0.130, 0.117, 0.020], [-0.088, -0.348, 0.070], [-0.036, -0.102, 0.032], [-0.067, 0.118, 0.033], [-0.092, 0.289, -0.008], [0.186, 0.097, -0.041], [-0.009, -0.062, 0.031], [-0.003, -0.253, 0.048], [0.028, -0.135, 0.013], [-0.076, -0.236, 0.450], [-0.023, -0.103, -0.087], [0.054, 0.144, -0.018], [0.410, -0.048, -0.011], [0.008, 0.069, -0.035], [-0.321, -0.072, -0.190], [-0.166, 0.254, 0.017], [0.131, -0.043, -0.023], [-0.008, -0.197, 0.049], [0.015, 0.154, -0.091], [-0.325, -0.042, -0.293], [0.081, -0.045, 0.157], [0.379, 0.226, -0.145], [-0.369, -0.107, 0.131], [0.134, 0.010, 0.009], [-0.179, -0.269, 0.088], [-0.108, 0.016, -0.002], [0.002, 0.088, 0.043], [0.078, 0.157, -0.029], [-0.483, 0.236, 0.127], [0.556, 0.246, -0.069], [0.068, 0.056, -0.033], [-0.015, -0.005, -0.114], [-0.200, 0.012, 0.132], [0.188, -0.280, -0.033], [0.016, -0.035, 0.015], [-0.138, -0.038, -0.046], [-0.011, -0.077, 0.100], [-0.035, -0.031, 0.022], [-0.027, -0.087, -0.091], [0.029, 0.064, -0.079], [0.027, 0.220, -0.106], [-0.019, 0.216, 0.065], [-0.038, 0.089, -0.029], [-0.059, -0.090, -0.058], [-0.019, -0.069, -0.157], [0.444, 0.248, -0.204], [0.004, 0.066, 0.002], [0.208, -0.064, -0.043]],
  "nbo_charge": [0.228, 0.451, 0.057, 0.205, -0.335, 0.218, 0.224, 0.215, -0.523, -0.250, -0.057, 0.220, 0.183, -0.409, 0.204, -0.599, 0.210, -0.596, 0.812, -0.456, -0.176, -0.504, 0.243, -0.115, 0.776, 0.221, -0.279, 0.781, -0.632, 0.190, -0.623, -0.211, 0.215, -0.529, 0.219, 0.170, 0.380, -0.068, -0.078, 0.215, 0.175, 0.236, -0.529, -0.190, -0.620, 0.214, 0.241, 0.229, 0.227, -0.504, -0.656, 0.214, 0.211, 0.187, -0.051, 0.248, 0.170]
}



(2)
{
  "formula": "C10H13O2P",
  "method": "ωB97M-V/def2-TZVPD",
  "lumo_energy_ev": [-1.778, -0.565],
  "total_energy_ev": -23961.4762,
  "charge": 0,
  "homo_energy_ev": [-7.10, -9.01],
  "species": ["C", "H", "P", "H", "C", "H", "H", "C", "H", "H", "C", "C", "H", "H", "O", "H", "H", "C", "H", "H", "C", "C", "C", "H", "C", "O"],
  "coordinates": [[0.9768, -1.0423, 2.1135], [-0.5594, 3.7957, 0.2136], [2.4329, 0.0408, -1.3805], [1.2314, -2.7098, -0.9046], [-2.7778, 1.5888, -0.9740], [-0.8499, -1.6413, -0.2822], [-2.5724, -0.4713, -1.4824], [-2.3456, 2.7979, -0.5125], [2.4498, -2.8615, 0.3207], [0.7337, 1.9384, 0.6156], [-0.2886, 1.6997, 0.0624], [1.4067, -2.5763, 0.1571], [0.7051, -3.2366, 0.8089], [0.2213, -0.3449, 2.3222], [1.1231, 0.0334, -2.0680], [0.7746, -2.0429, 2.5713], [-2.9988, 3.7421, -0.5831], [-0.8131, 0.3747, -0.3107], [1.8862, -0.5358, 2.6856], [-3.8072, 1.5381, -1.3677], [-1.0382, 2.8167, -0.0558], [1.0955, -1.1338, 0.6121], [-2.0581, 0.4290, -0.9883], [3.2130, -1.1633, -1.6743], [-0.1915, -0.8608, -0.1013], [2.0506, -0.1746, 0.2024]],
  "atomic_forces_ev_per_a": [[2.227, 0.120, 1.955], [-0.599, -1.034, -0.125], [0.229, -0.680, 1.642], [-0.332, -0.091, -0.117], [-2.668, -0.023, -1.139], [-0.714, -1.800, -0.477], [1.190, 1.203, 1.036], [-0.551, 1.734, -0.190], [-0.109, 0.014, 0.386], [-2.101, -1.358, -1.464], [2.163, -1.376, 1.545], [-0.199, -0.797, 1.470], [1.279, 0.808, -1.498], [-1.433, 0.663, 0.592], [-0.382, -0.063, -1.569], [0.040, 1.031, -0.299], [1.175, -1.690, 0.201], [0.319, 2.088, 0.057], [-1.367, -1.417, -1.593], [0.567, 0.026, 0.040], [0.331, 2.585, 0.330], [-0.681, -1.304, -1.252], [-0.282, -1.607, 0.137], [-0.356, 0.370, 0.055], [0.218, 1.793, 0.822], [2.036, 0.806, -0.545]],
  "nbo_charge": [-0.616, 0.209, 1.488, 0.222, -0.228, 0.192, 0.218, -0.209, 0.219, 0.223, -0.140, -0.631, 0.220, 0.222, -0.943, 0.218, 0.222, -0.117, 0.233, 0.208, -0.236, 0.170, -0.172, -0.104, -0.048, -0.822]
}



(3)
{
  "formula": "C3H6N2O",
  "method": "ωB97M-V/def2-TZVPD",
  "smiles": "C/N=C(\\N)C=O",
  "lumo_energy_ev": 0.735,
  "total_energy_ev": -8234.3138,
  "charge": 0,
  "homo_energy_ev": -8.80,
  "species": ["O", "C", "C", "N", "C", "H", "H", "H", "H", "H", "N", "H"],
  "coordinates": [[-0.8045, 0.1609, 2.2741], [-0.0824, -0.6232, 1.6973], [0.5765, -0.1864, 0.4293], [1.2699, 0.9706, 0.2795], [-0.8454, -0.2182, -1.4564], [-0.0766, -1.7127, 1.8614], [-0.3270, 0.5556, -2.0402], [1.5076, 1.3029, -0.6428], [1.8315, 1.3194, 1.0410], [-1.6676, 0.2718, -0.9150], [-0.1184, -0.8709, -0.4002], [-1.2635, -0.9697, -2.1281]],
  "atomic_forces_ev_per_a": [[0.540, -0.276, 0.280], [-0.077, 0.047, 0.253], [-0.244, -0.006, -0.175], [-0.040, -0.018, -0.076], [-0.059, 0.067, -0.339], [0.016, 0.141, 0.154], [0.103, -0.177, 0.040], [-0.094, -0.097, 0.139], [-0.228, -0.072, -0.071], [-0.090, 0.041, -0.432], [0.110, 0.163, 0.242], [0.064, 0.188, -0.017]],
  "nbo_charge": [-0.552, 0.373, 0.352, -0.799, -0.442, 0.144, 0.170, 0.398, 0.406, 0.211, -0.471, 0.209]
}



(4)
{
  "formula": "C4H4O2",
  "method": "ωB97M-V/def2-TZVPD",
  "multiplicity": 3,
  "lumo_energy_ev": [0.609, -2.317],
  "total_energy_ev": -8301.6208,
  "charge": 0,
  "homo_energy_ev": [-5.14, -10.02],
  "species": ["H", "H", "O", "H", "O", "C", "H", "C", "C", "C"],
  "coordinates": [[-0.1185, -1.3043, -1.6965], [0.6245, 0.2650, 2.0136], [-2.5564, -0.1896, -0.9263], [-0.9358, 1.0355, 1.3288], [-3.7552, -0.2095, 1.0448], [-0.0895, 0.4235, 1.1088], [0.9786, 0.0567, -2.0929], [-3.1208, -0.1818, 0.0719], [0.1800, 0.1175, -0.0906], [0.3728, -0.3292, -1.2994]],
  "atomic_forces_ev_per_a": [[0.035, 2.093, 0.793], [-0.625, 0.735, -1.179], [0.729, 0.139, -1.055], [-1.395, -0.081, 0.779], [0.331, 0.136, -0.078], [1.545, 0.137, 1.867], [1.031, 0.245, 0.331], [-1.206, -0.278, 1.136], [-0.599, 2.087, 6.505], [0.154, -5.214, -9.098]],
  "nbo_charge": [0.193, 0.195, -0.512, 0.196, -0.515, -0.506, 0.195, 1.026, 0.069, -0.341]
}



(5)
{
  "formula": "C13H18CaCl2O20",
  "method": "ωB97M-V/def2-TZVPD",
  "lumo_energy_ev": 0.421,
  "total_energy_ev": -98196.2732,
  "charge": 0,
  "homo_energy_ev": -9.42,
  "species": ["C", "O", "O", "H", "O", "H", "H", "H", "Cl", "C", "H", "H", "H", "O", "O", "C", "O", "C", "O", "C", "C", "O", "O", "Ca", "H", "C", "C", "H", "O", "H", "O", "C", "O", "O", "O", "H", "H", "H", "H", "O", "C", "O", "C", "H", "Cl", "C", "C", "O", "O", "H", "H", "O", "H", "O"],
  "coordinates": [[-11.9357, 18.7548, 12.1291], [-13.8992, 18.3999, 6.6290], [-8.4272, 14.0083, 8.7889], [-16.0774, 11.2089, 5.5127], [-9.7608, 14.3649, 10.7173], [-16.6031, 10.0262, 6.7358], [-11.4412, 10.5344, 13.5382], [-14.6192, 9.6076, 4.9696], [-16.0837, 14.8600, 8.2985], [-12.6416, 13.4005, 14.7942], [-10.8575, 18.8770, 12.0536], [-14.3508, 20.4034, 6.4771], [-15.2545, 20.4788, 8.6470], [-12.7814, 11.2472, 12.0790], [-16.4803, 16.1994, 8.5951], [-13.5621, 17.8721, 7.8071], [-12.2843, 17.9237, 10.9953], [-11.8897, 12.6980, 13.6468], [-10.4370, 15.2964, 8.7161], [-15.7716, 10.6442, 6.3956], [-14.8232, 19.4694, 6.7792], [-13.1072, 12.6984, 10.4551], [-12.3425, 13.3801, 12.4769], [-12.9360, 14.4814, 8.7626], [-13.6804, 18.3081, 13.3603], [-14.5353, 9.7575, 6.0414], [-12.7616, 12.4695, 11.5678], [-14.4212, 8.8519, 6.6302], [-15.2920, 11.4666, 7.4157], [-12.3904, 14.4569, 14.8683], [-12.8399, 15.7484, 10.7757], [-13.9771, 11.6036, 7.2413], [-12.5335, 16.6520, 12.7780], [-13.5129, 10.7005, 6.3832], [-12.9810, 16.8625, 7.9916], [-13.7152, 13.2401, 14.6765], [-15.7082, 19.2234, 6.1987], [-12.4743, 13.0502, 15.8206], [-13.0583, 10.8124, 14.0001], [-13.9159, 18.7764, 8.7795], [-12.2499, 11.2553, 13.4035], [-15.3617, 14.4442, 9.4796], [-12.6374, 18.0161, 13.2489], [-15.9270, 18.9166, 8.6506], [-9.7564, 14.1544, 9.2997], [-12.5486, 16.7051, 11.4389], [-15.0399, 19.4635, 8.3052], [-15.0841, 14.9572, 7.2298], [-17.1714, 13.9935, 7.9805], [-10.8241, 12.8462, 13.8241], [-12.4314, 19.7186, 12.0030], [-13.3134, 12.4805, 7.6907], [-12.1497, 18.0079, 14.2211], [-10.6073, 13.0229, 9.0009]],
  "atomic_forces_ev_per_a": [[-0.880, 0.660, -0.804], [0.210, -1.083, -0.790], [-0.608, -0.077, 0.013], [0.037, 0.268, 0.219], [0.487, -0.217, 0.524], [-0.032, 0.322, 0.175], [0.291, 0.316, -0.580], [0.791, -0.381, -0.010], [0.853, 1.564, 0.226], [-0.273, -0.546, 0.741], [0.049, -0.164, 0.840], [-0.028, -0.110, -0.289], [1.130, 0.006, 0.449], [0.532, -0.621, -0.129], [-1.280, 0.707, -0.449], [-0.532, 2.254, 0.219], [0.057, 0.167, -0.074], [-0.537, 1.313, 1.880], [-0.385, 0.728, -0.863], [-0.193, -2.111, -0.536], [-0.049, -0.133, 0.901], [-0.292, 0.585, -0.691], [0.277, -0.706, -0.969], [0.186, 0.237, 0.406], [-0.047, -0.058, -0.187], [-1.460, 1.609, 0.138], [0.391, 0.501, 0.813], [-0.011, -0.041, -0.078], [0.066, 0.635, 0.711], [-0.154, 0.071, -0.551], [0.293, 0.280, -0.235], [-0.610, 0.028, -0.892], [-0.488, 0.349, 0.289], [0.923, -0.641, -0.359], [0.517, -0.886, 0.072], [-0.026, 0.382, -0.339], [-0.016, 0.226, 0.002], [0.560, -0.532, -0.338], [0.068, 0.692, 0.372], [0.571, -0.649, 0.574], [-0.900, -1.312, 0.370], [0.611, -1.470, 0.555], [1.320, -0.968, 0.451], [0.083, -0.247, -0.524], [-0.036, 0.347, 0.736], [-0.549, -0.845, 0.027], [-2.020, 0.284, -0.673], [-0.129, -0.893, -0.301], [0.421, 0.213, -0.070], [0.080, -0.011, -0.608], [0.274, 0.030, -0.278], [0.488, 0.236, 0.324], [0.042, 0.368, -0.049], [-0.076, -0.678, -0.367]],
  "nbo_charge": [-0.106, -0.477, -0.807, 0.191, -0.868, 0.205, 0.203, 0.204, 2.553, -0.625, 0.214, 0.186, 0.196, -0.472, -0.872, 1.029, -0.460, 0.054, -0.934, -0.093, -0.093, -0.648, -0.461, 1.828, 0.195, -0.097, 1.015, 0.196, -0.457, 0.229, -0.667, 1.021, -0.481, -0.474, -0.632, 0.214, 0.211, 0.215, 0.192, -0.495, -0.099, -0.921, -0.106, 0.204, 2.551, 1.021, -0.111, -0.920, -0.796, 0.203, 0.201, -0.670, 0.213, -0.903]
}



(6)
{
  "formula": "C2H4N2O2S",
  "method": "ωB97M-V/def2-TZVPD",
  "smiles": "O=C/C(=N/O)NS",
  "lumo_energy_ev": -0.509,
  "total_energy_ev": -20045.2816,
  "charge": 0,
  "homo_energy_ev": -9.16,
  "species": ["C", "O", "S", "O", "H", "H", "N", "N", "C", "H", "H"],
  "coordinates": [[-1.7349, -0.3169, -0.1019], [1.0726, 2.0023, -0.1659], [1.8708, -1.3220, -0.3501], [-2.0089, -1.5386, -0.3036], [0.0025, -1.7537, 0.3990], [2.7890, -1.4108, 0.7588], [-0.2498, 1.4827, -0.2756], [0.4225, -0.7713, 0.3588], [-0.3845, 0.1594, -0.0120], [-2.5473, 0.4960, -0.2569], [0.7679, 2.9728, -0.0507]],
  "atomic_forces_ev_per_a": [[-4.174, -2.349, -2.791], [-2.154, 1.535, 0.341], [2.532, 0.509, 0.473], [0.971, 3.919, 1.340], [-0.696, 2.451, 0.400], [-1.518, 0.453, -1.249], [-0.092, -3.298, 0.940], [3.034, -6.009, 1.532], [-0.363, 6.158, -1.180], [1.153, -1.223, 0.605], [1.308, -2.144, -0.412]],
  "nbo_charge": [0.374, -0.551, 0.170, -0.530, 0.440, 0.130, -0.148, -0.738, 0.203, 0.165, 0.486]
}



(7)
{
  "formula": "C2H5IS",
  "method": "ωB97M-V/def2-TZVPD",
  "smiles": "SCCI",
  "lumo_energy_ev": -0.023,
  "total_energy_ev": -21090.1896,
  "charge": 0,
  "homo_energy_ev": -9.40,
  "species": ["H", "C", "H", "I", "H", "H", "C", "S", "H"],
  "coordinates": [[0.1412, 0.9710, -1.5804], [0.2696, -0.0934, 0.2917], [0.0475, -1.3122, -1.6191], [0.1234, -3.1502, 0.4089], [-0.0422, -0.0109, 1.3512], [1.3378, -0.2883, 0.1553], [-0.3765, -1.1568, -0.6177], [0.0411, 1.5894, -0.4770], [-1.5555, -1.0566, -0.6291]],
  "atomic_forces_ev_per_a": [[0.191, -0.321, -2.374], [0.640, 0.222, -1.133], [-0.103, 0.432, 0.523], [-0.474, 1.137, -0.717], [0.108, -0.587, -0.814], [-0.067, 0.128, 0.870], [-2.450, -0.654, 1.851], [-0.385, 0.088, 1.931], [2.541, -0.444, -0.138]],
  "nbo_charge": [0.097, -0.544, 0.225, -0.002, 0.244, 0.219, -0.455, -0.023, 0.239]
}



(8)
{
  "formula": "C6H11N",
  "method": "ωB97M-V/def2-TZVPD",
  "smiles": "CCC[C@@H](C)C#N",
  "lumo_energy_ev": 0.947,
  "total_energy_ev": -7890.2158,
  "charge": 0,
  "homo_energy_ev": -11.23,
  "species": ["H", "C", "H", "H", "H", "H", "H", "H", "H", "C", "N", "C", "H", "C", "C", "H", "H", "C"],
  "coordinates": [[1.4244, 0.2422, -0.6907], [0.6111, 0.2045, 0.0439], [0.1182, 2.7878, -1.0092], [-1.3557, 1.1181, 0.1497], [-1.2881, 2.3648, -2.0033], [1.6164, -1.2795, 2.4199], [-0.0397, -0.6759, 2.6237], [0.8990, 0.8864, 0.8549], [0.2490, -2.4035, 2.3818], [-0.6565, 0.7908, -0.6313], [-1.7877, -1.2341, -1.8566], [-1.3284, -0.2934, -1.3644], [1.1409, -1.8980, 0.0617], [0.5810, -1.4023, 2.0860], [-0.3652, 1.9758, -1.5617], [0.2991, 1.6726, -2.3779], [-0.5522, -1.6185, 0.2968], [0.4345, -1.2378, 0.5769]],
  "atomic_forces_ev_per_a": [[-0.132, -0.038, 0.083], [0.053, 0.005, -0.005], [-0.057, -0.155, -0.028], [0.060, -0.103, -0.109], [0.145, -0.065, 0.087], [-0.122, 0.050, -0.032], [0.081, -0.092, -0.054], [-0.050, -0.122, -0.123], [0.105, 0.157, 0.019], [-0.019, -0.020, 0.029], [0.276, 0.998, 0.224], [-0.403, -0.818, -0.435], [-0.068, 0.085, 0.116], [0.037, 0.014, 0.084], [0.021, 0.051, -0.023], [-0.089, 0.016, 0.145], [0.169, 0.092, 0.049], [-0.008, -0.055, -0.028]],
  "nbo_charge": [0.209, -0.383, 0.216, 0.239, 0.222, 0.202, 0.198, 0.211, 0.214, -0.322, -0.338, 0.293, 0.210, -0.601, -0.590, 0.216, 0.218, -0.414]
}